This record from OMol25 describes a structure of composition C31H59AlNO12S4. The level of theory is wB97M-V/def2-TZVPD.

For the molar mass, the calculation gives 793.1 g/mol. The value obtained for the orbital gap is 6.25 eV.

Geometry as ORCA input:
```
! RIJCOSX wB97M-V def2-TZVPD def2/J DEFGRID3
* xyz -1 1
S -5.93 1.19 5.05
S -1.09 0.33 0.28
S 0.65 -2.04 6.59
S 4.94 1.13 -7.05
Al -2.22 -1.51 -0.49
O -6.15 2.51 5.58
O 3.89 0.21 -7.40
O -6.63 0.71 3.89
O 3.79 -3.02 0.38
O -4.27 -0.69 1.40
O -1.62 2.16 3.18
O 4.00 -0.68 5.33
O 0.55 1.85 3.02
O 5.26 1.42 -5.68
O -0.45 3.37 -4.10
O 2.21 0.50 5.90
O 2.26 -3.94 -0.91
N 0.89 1.62 -4.57
C -2.36 -1.61 -2.51
C 6.44 0.64 -7.90
C 0.10 0.40 -4.80
C -0.29 -0.45 -3.55
C 3.25 2.30 4.55
C -4.75 -0.64 6.60
C -1.00 0.15 2.10
C 0.27 -2.95 0.17
C 0.51 2.51 -2.17
C -4.28 2.27 -0.09
C -0.77 1.47 2.79
C 2.29 1.34 -4.22
C 4.69 2.66 -7.95
C 1.05 -4.25 -0.15
C -4.18 0.94 4.82
C -6.13 0.00 6.39
C -4.11 -1.64 0.32
C -5.28 0.29 1.21
C -1.82 -0.41 -3.32
C -4.65 1.70 1.30
C 0.26 2.53 -3.67
C 0.81 1.78 4.43
C 3.35 -3.98 -0.09
C 2.98 -0.61 5.90
C -1.26 -3.24 0.11
C -3.70 0.39 6.16
C 3.94 -5.36 0.16
C 2.21 1.17 4.63
C 6.36 1.38 -9.24
C 5.88 2.79 -8.91
C 2.46 -1.82 6.68
H 0.49 -2.18 -0.57
H 2.72 -1.66 7.73
H -2.06 0.57 -2.89
H -1.50 -3.99 -0.66
H 6.46 -0.44 -8.01
H 0.70 2.74 4.93
H 7.33 1.38 -9.74
H -2.71 -0.06 6.08
H 0.63 -0.27 -5.49
H 2.99 -2.70 6.32
H -5.16 2.62 -0.65
H -4.22 -2.65 0.76
H 0.00 -1.49 -3.74
H -6.88 -0.73 6.11
H -4.05 0.21 4.02
H -1.90 -2.55 -2.86
H 5.64 0.88 -9.90
H 2.88 3.14 5.14
H -5.88 0.17 0.30
H 4.23 1.99 4.92
H 1.04 3.42 -1.85
H -2.30 -0.43 -4.31
H -5.35 2.37 1.82
H -0.14 -0.49 2.32
H 3.75 2.58 -8.49
H 5.60 3.34 -9.81
H -0.46 2.50 -1.68
H 2.77 0.96 -5.12
H 0.41 -2.40 5.31
H -3.72 1.53 -0.66
H 7.28 0.98 -7.31
H -3.71 1.58 1.83
H -3.71 1.88 4.54
H 1.13 1.68 -1.86
H -1.88 -0.35 2.51
H 0.43 -4.91 -0.75
H 3.13 -6.07 0.34
H 2.76 2.30 -4.02
H -4.66 -1.53 5.98
H 0.11 1.04 4.85
H 4.62 -5.31 1.01
H 0.50 -2.58 1.17
H -3.44 -1.68 -2.74
H -3.64 1.20 6.90
H -5.96 0.21 2.07
H 2.35 0.49 3.79
H -4.61 -0.94 7.63
H 4.65 3.49 -7.24
H 4.51 -5.68 -0.71
H -3.64 3.15 0.07
H -1.70 -3.51 1.08
H -6.46 0.55 7.27
H 6.69 3.35 -8.42
H 1.27 -4.75 0.81
H 2.43 0.66 -3.36
H 0.25 -0.16 -2.64
H -4.89 -1.58 -0.46
H -0.81 0.70 -5.32
H 3.35 2.58 3.50
*
```

=====

This record from OMol25 describes a structure of composition C31H59Br2F3O7SSi2. The level of theory is wB97M-V/def2-TZVPD.

For the molar mass, the calculation gives 848.8 g/mol. The value obtained for the orbital gap is 8.64 eV.

Geometry as ORCA input:
```
! RIJCOSX wB97M-V def2-TZVPD def2/J DEFGRID3
* xyz 0 1
Br 0.44 -0.59 -4.86
Br -0.85 3.03 -3.79
S -1.55 4.31 1.65
Si 0.95 -0.25 0.44
Si -1.26 1.60 0.07
F -3.00 1.37 -4.06
F -0.74 1.41 -6.14
F -2.09 -0.21 -5.72
O -4.58 -0.55 0.93
O 3.36 -3.58 -4.95
O -0.32 8.31 2.31
O -0.98 -3.84 4.93
O -1.93 0.91 1.41
O 0.99 -4.86 4.55
O 0.35 1.25 -0.04
C -1.74 8.37 2.42
C 1.81 -2.62 -0.97
C 3.65 -3.69 2.91
C 2.25 0.09 1.73
C 2.55 -4.41 0.66
C 0.08 8.58 0.96
C 2.24 -3.79 -5.81
C -3.28 1.29 1.71
C 4.49 -3.18 -5.72
C -2.21 0.92 -1.42
C 1.65 -1.10 -1.08
C -5.59 -1.49 1.22
C -0.27 -4.46 4.19
C -0.10 3.78 2.60
C -1.44 3.48 0.03
C -1.66 1.24 -3.90
C -2.25 9.00 1.13
C -6.00 -2.23 -0.05
C 2.62 -3.21 -7.17
C -4.11 0.10 2.09
C -0.69 -4.89 2.81
C 2.96 -3.12 -0.06
C -0.47 2.85 3.74
C -1.31 0.53 -2.61
C -1.11 0.53 -5.20
C -1.19 8.53 0.13
C 2.36 1.28 2.35
C 2.37 -3.07 3.51
C 1.88 -3.77 4.78
C 4.13 -3.43 -7.18
C 3.36 -4.80 1.90
H -3.26 8.69 0.88
H 2.57 -2.04 3.80
H 1.56 -3.06 2.77
H 2.32 2.21 1.80
H 2.75 -4.14 5.33
H 0.53 9.58 0.93
H 2.40 -2.14 -7.20
H -2.95 1.67 -1.71
H 3.79 -3.37 -0.72
H -6.47 -1.01 1.67
H 4.21 -4.15 3.73
H -2.79 0.06 -1.10
H -0.57 3.87 -0.50
H 0.87 -3.10 -0.66
H 5.37 -3.74 -5.39
H 4.29 -2.92 2.49
H 4.28 -5.31 1.59
H 0.37 4.68 2.99
H -1.40 7.50 -0.18
H -5.26 -2.06 -0.82
H 0.25 2.90 4.56
H -5.20 -2.20 1.96
H 2.10 -3.69 -7.99
H 4.36 -4.46 -7.45
H -4.98 0.48 2.65
H -0.09 -1.11 1.05
H -2.01 8.95 3.31
H -0.26 0.75 -2.41
H -2.12 7.35 2.53
H -1.39 -0.55 -2.76
H 2.92 -0.70 2.07
H -1.13 9.14 -0.77
H 4.67 -2.77 -7.86
H 1.50 -4.31 0.95
H -0.84 -4.01 2.19
H -2.36 3.73 -0.49
H 1.36 -3.31 -5.38
H 2.77 -5.56 2.44
H 2.02 -2.99 -1.98
H 0.92 -0.93 -1.89
H 2.56 -0.60 -1.40
H 2.61 -5.21 -0.07
H -0.56 1.81 3.43
H -6.03 -3.30 0.14
H 4.68 -2.11 -5.54
H -3.75 1.83 0.88
H 0.06 -5.54 2.36
H 0.82 7.85 0.66
H -1.43 3.15 4.18
H -3.57 -0.58 2.76
H -1.63 -5.44 2.90
H -6.97 -1.91 -0.41
H -3.25 2.00 2.54
H 2.05 -4.87 -5.88
H 0.60 3.33 1.90
H 2.48 1.32 3.43
H 3.31 -2.33 0.61
H 1.41 -3.03 5.43
H -2.23 10.09 1.20
*
```

=====

This record from OMol25 describes a structure of composition C31H59CsN3OSSi3. The level of theory is wB97M-V/def2-TZVPD.

For the molar mass, the calculation gives 739.1 g/mol. The value obtained for the orbital gap is 5.53 eV.

Geometry as ORCA input:
```
! RIJCOSX wB97M-V def2-TZVPD def2/J DEFGRID3
* xyz -1 1
Cs 0.71 -0.23 -1.11
S -0.63 4.35 -0.74
Si 2.62 -0.57 1.74
Si -0.38 -0.48 2.44
Si 1.46 1.92 2.95
O 2.31 -1.53 0.38
N -0.31 5.83 1.41
N -0.34 -5.19 -1.93
N -2.34 4.63 1.24
C 1.69 -4.64 -4.00
C -3.03 -0.68 -2.91
C 0.67 -5.16 -0.88
C 4.16 0.43 1.31
C -0.54 -2.17 1.58
C -0.12 2.74 3.60
C -1.94 0.48 1.93
C -0.46 6.54 2.67
C 1.40 -2.26 -3.39
C 3.37 -3.07 -4.66
C 3.18 -1.76 3.09
C -1.64 -5.40 -1.34
C 3.20 -2.51 -0.14
C -2.22 1.95 -3.28
C -3.61 0.35 -2.18
C 2.91 -4.38 -4.63
C -2.05 -0.37 -3.85
C 2.62 -2.06 -4.07
C -3.23 1.67 -2.36
C -2.96 4.84 2.54
C -3.90 2.77 -1.58
C 2.51 1.70 4.51
C 2.31 3.29 1.97
C -1.62 0.95 -4.03
C -1.13 4.98 0.75
C -0.63 -0.91 4.27
C -3.45 -2.11 -2.68
C 0.98 -3.60 -3.39
C 1.14 0.42 2.00
C -0.33 -3.96 -2.71
C -0.53 1.25 -5.02
H 4.20 -2.11 -0.28
H 0.13 3.64 4.16
H 2.63 2.64 5.07
H -0.78 3.01 2.77
H -1.11 -4.07 -3.48
H -4.16 2.42 -0.57
H 3.29 -1.21 4.03
H -1.56 -1.47 4.43
H 0.21 -1.53 4.63
H -0.68 2.08 4.27
H -4.37 0.11 -1.44
H 0.28 -2.83 1.89
H -2.93 -2.79 -3.36
H -1.68 -6.36 -0.83
H -1.91 -4.61 -0.62
H 2.05 0.97 5.18
H 1.78 3.46 1.03
H -2.40 -5.40 -2.13
H -1.48 -2.67 1.84
H -3.05 5.90 2.78
H 2.33 4.23 2.55
H -1.25 7.29 2.61
H -4.53 -2.23 -2.82
H -2.28 1.14 2.73
H -1.75 1.10 1.05
H 4.49 1.03 2.16
H 1.66 -5.02 -1.31
H -4.82 3.09 -2.07
H 2.82 -2.85 -1.11
H 4.32 -2.84 -5.14
H 3.98 1.11 0.47
H 0.66 -6.11 -0.34
H -3.24 3.64 -1.49
H -0.64 -3.11 -2.07
H -3.22 -2.43 -1.66
H 0.61 5.84 0.99
H 3.52 1.33 4.27
H 0.20 0.44 -5.04
H -2.78 3.94 0.64
H -2.43 4.33 3.34
H -0.50 -2.08 0.50
H -1.57 -1.17 -4.40
H 4.14 -2.24 2.85
H -2.77 -0.20 1.69
H 1.31 -5.65 -3.97
H 2.43 -2.55 3.25
H -0.67 -0.01 4.89
H -1.89 2.98 -3.40
H 3.26 -3.37 0.54
H 0.50 -4.35 -0.15
H 0.48 7.06 2.86
H -0.65 5.88 3.51
H -3.97 4.44 2.48
H -0.01 2.18 -4.77
H 3.47 -5.18 -5.09
H -0.93 1.36 -6.03
H 3.01 -1.04 -4.16
H 3.35 3.03 1.73
H 5.00 -0.23 1.04
*
```

=====

This record from OMol25 describes a structure of composition C31H61Br22N4O4. The level of theory is wB97M-V/def2-TZVPD.

For the molar mass, the calculation gives 2311.7 g/mol. The value obtained for the orbital gap is 9.29 eV.

Geometry as ORCA input:
```
! RIJCOSX wB97M-V def2-TZVPD def2/J DEFGRID3
* xyz 1 1
Br 7.28 -1.74 0.61
Br -4.20 -0.49 -2.87
Br -0.11 -0.08 13.66
Br 5.64 -4.37 -0.24
Br -1.98 -4.87 -11.05
Br 0.46 1.38 8.87
Br -3.28 -3.95 -2.17
Br 3.57 -5.57 -3.08
Br 1.32 3.99 6.39
Br -4.08 4.37 -6.62
Br 6.42 0.60 3.44
Br 0.84 -2.55 11.10
Br -3.96 -2.07 -7.77
Br 2.15 1.62 3.72
Br -6.29 -4.33 -6.04
Br -7.59 2.91 0.98
Br -3.53 4.36 2.31
Br -2.55 4.04 -3.28
Br -0.03 3.60 1.38
Br -4.16 2.66 -0.36
Br -5.41 -3.75 -11.73
Br -1.32 4.48 9.74
O 4.44 3.73 -1.67
O 3.97 4.63 -2.67
O 0.78 0.29 -2.49
O -1.01 -0.46 -1.32
N 4.43 1.04 0.22
N 2.60 0.07 -0.45
N 3.61 1.53 -2.00
N 2.82 -0.35 0.82
C -0.13 0.48 -1.68
C -2.71 -4.05 -12.65
C 3.57 0.92 -0.80
C -1.95 4.22 3.43
C 5.32 -4.73 -3.09
C -0.73 4.80 2.75
C -2.01 2.68 9.47
C -4.72 3.43 -5.05
C -1.08 1.63 10.02
C -4.75 -2.11 -3.79
C 3.96 0.26 1.17
C 8.09 -0.27 2.95
C -4.31 -3.96 -8.07
C 1.88 -1.10 11.87
C 8.32 -0.33 1.46
C -5.77 -4.28 -7.92
C 6.16 -5.21 -1.93
C 3.01 3.10 6.01
C -0.52 -1.81 -1.42
C -5.11 1.48 0.86
C 0.55 -2.15 -0.38
C -4.43 4.19 -3.78
C -3.72 -2.98 -12.30
C 3.25 3.01 4.53
C -0.28 1.80 -0.97
C -4.98 -3.22 -2.80
C -6.56 1.34 0.48
C 0.55 -1.24 0.86
C 4.70 2.47 -2.26
C 1.61 -0.94 13.34
C 1.92 -1.28 1.53
H -3.99 -2.34 -4.52
H 0.38 2.54 -1.40
H -2.96 2.65 9.99
H 1.55 -2.17 -0.80
H -1.33 2.09 -1.02
H -6.70 1.20 -0.59
H 1.80 -0.89 2.54
H 5.61 2.06 -1.83
H 8.08 -1.26 3.40
H 6.09 -6.28 -1.78
H -5.53 -2.89 -1.92
H 4.79 2.60 -3.33
H -5.98 -5.28 -8.30
H -0.13 -2.04 -2.41
H 0.36 -3.17 -0.03
H 2.35 -0.29 13.79
H 4.41 0.13 2.15
H 2.34 -2.28 1.57
H -1.86 -3.61 -13.17
H -6.41 -3.56 -8.40
H 0.29 -0.21 0.63
H 2.88 1.34 -2.67
H -4.65 5.25 -3.86
H -5.67 -1.86 -4.31
H 0.08 4.92 3.46
H 3.77 3.72 6.48
H 2.92 -1.36 11.69
H 8.09 0.60 0.96
H 3.02 3.93 4.00
H -2.18 4.80 4.32
H 2.97 2.13 6.49
H 5.78 -5.03 -4.03
H 8.86 0.34 3.42
H -3.38 -2.33 -11.50
H 5.17 -3.66 -3.09
H -1.38 -2.47 -1.29
H -7.02 0.51 1.02
H -2.18 2.57 8.40
H -0.70 1.88 11.01
H -4.26 2.45 -5.06
H -0.93 5.74 2.26
H 1.59 -1.89 13.87
H -3.13 -4.85 -13.25
H 4.28 2.72 4.32
H -0.05 1.70 0.09
H -3.96 -2.38 -13.18
H -1.58 0.66 10.06
H 7.20 -4.93 -2.07
H -4.97 1.88 1.86
H 3.09 4.30 -2.91
H -4.98 3.76 -2.95
H 1.85 -0.19 -1.09
H -4.61 0.52 0.78
H -0.19 -1.58 1.57
H -3.68 -4.51 -7.38
H -5.79 3.33 -5.19
H -5.50 -4.06 -3.26
H 9.36 -0.60 1.27
H -1.83 3.18 3.68
H 1.63 -0.20 11.30
H -3.99 -4.15 -9.09
*
```